{
  "formula": "CH2N2O",
  "method": "ωB97M-V/def2-TZVPD",
  "relative_energy_kj_mol": 379.6,
  "mol_weight_g_mol": 58.0,
  "smiles": "C=NN=O",
  "e_homo_ev": -9.4,
  "homo_lumo_gap_ha": 0.3227,
  "symbols": ["C", "N", "N", "O", "H", "H"],
  "xyz": [[-0.84966, -0.11373, -0.15209], [-0.20348, -0.36112, 0.86544], [1.46544, 0.03285, 0.74925], [1.75413, 0.51078, -0.25670], [-1.90896, -0.31750, -0.09120], [-0.25747, 0.24872, -1.11470]],
  "lowdin_charge": [-0.148, -0.030, 0.014, 0.003, 0.062, 0.099]
}